A structure of composition CF5Li2O3P in a non-equilibrium geometry, computed with the ωB97M-V functional and the def2-TZVPD basis.

Structure (XYZ):
```
12
Properties=species:S:1:pos:R:3:forces:R:3:lowdin_charge:R:1
P 1.049107 0.413961 0.059034 1.72 1.15 -0.51 0.512
F 1.715698 1.195303 1.260712 -1.63 -0.37 -1.22 -0.039
F -2.367925 1.786440 0.998800 -0.43 -0.44 -0.90 -0.748
F 2.358221 -0.528652 -0.007092 -0.59 0.17 0.03 -0.131
F 1.471971 0.945770 -1.379470 0.56 -0.91 0.15 -0.090
F -0.172263 1.464490 -0.214093 0.45 -1.21 1.62 -0.190
O 0.211348 -0.864047 0.546187 -0.05 0.82 -0.37 -0.005
O -1.180840 -2.582684 0.466726 -0.30 -0.10 -0.15 0.006
C -0.970016 -1.430223 0.095824 -0.01 0.10 0.28 -0.764
O -1.720573 -0.761916 -0.652082 -0.49 -0.07 -0.71 -0.143
Li -2.864776 -2.466580 -0.627599 0.68 0.35 0.41 0.868
Li -2.142049 1.108518 -0.604208 0.09 0.51 1.38 0.723
```
Positions in Å, forces in eV/Å.

- total charge = 0
- E_tot (Ha) = -1119.86821
- strongest force on any atom (eV/A) = 2.13
- orbital gap (eV) = 7.727